C30H78N6O12S6 | ωB97M-V/def2-TZVPD

Structure (XYZ):
```
132
C30H78N6O12S6, DFT ωB97M-V/def2-TZVPD
C 3.5934 2.8431 -0.0229
C 4.8606 3.3068 -0.7209
O 5.7664 2.5311 -0.9376
N 4.9036 4.6325 -1.0689
C 6.0122 5.1824 -1.8011
H 3.2129 2.0073 -0.6097
H 2.8037 3.5908 0.0436
H 3.8356 2.4796 0.9761
H 4.2187 5.2022 -0.6061
H 6.8425 4.4743 -1.7750
H 6.4036 6.1005 -1.3669
H 5.7936 5.3013 -2.8645
C -5.5202 -1.5688 -2.5525
C -5.3950 -1.6615 -4.0479
O -4.4512 -1.1985 -4.6535
N -6.4009 -2.3585 -4.6613
C -6.5889 -2.3080 -6.0900
H -5.8875 -2.5373 -2.1869
H -6.2700 -0.8355 -2.2582
H -4.5577 -1.4153 -2.0827
H -7.2594 -2.4279 -4.1389
H -6.8608 -3.2820 -6.4942
H -5.6822 -1.9995 -6.6012
H -7.3671 -1.5778 -6.3325
C 0.8926 0.2006 1.0233
C 0.2327 -0.1208 -0.2805
O 0.8716 -0.1350 -1.3220
N -1.0958 -0.4142 -0.2249
C -1.8546 -0.7750 -1.4137
H 1.4935 -0.6451 1.3692
H 0.2875 0.5090 1.8737
H 1.6150 1.0013 0.8676
H -1.6537 0.0245 0.4913
H -1.2500 -0.6477 -2.3057
H -2.6960 -0.0785 -1.5030
H -2.2753 -1.7731 -1.3035
C 2.1658 1.0785 4.4209
C 3.4739 0.3327 4.4023
O 3.9275 -0.1205 3.3620
N 4.1975 0.3531 5.5503
C 5.4650 -0.3322 5.6869
H 1.4634 0.5758 3.7704
H 2.4313 2.0692 4.0414
H 1.7603 1.1782 5.4274
H 3.8575 0.8923 6.3255
H 5.5196 -0.7082 6.7094
H 6.2925 0.3473 5.4860
H 5.5117 -1.1903 5.0254
C 0.8775 -2.2705 -4.1419
C 0.5281 -3.6662 -3.6850
O -0.5302 -4.1850 -4.0097
N 1.5230 -4.3248 -3.0483
C 1.4405 -5.6979 -2.6347
H 1.2702 -2.3180 -5.1599
H 1.5875 -1.7841 -3.4738
H -0.0295 -1.6766 -4.2330
H 2.2669 -3.7369 -2.7006
H 0.4237 -6.0656 -2.7520
H 1.6701 -5.8264 -1.5726
H 2.1476 -6.3006 -3.2079
C -0.5824 -4.0448 0.0841
C -1.3349 -5.3357 0.2614
O -1.0698 -6.1032 1.1869
N -2.2213 -5.6926 -0.7024
C -2.7118 -4.9559 -1.8431
H 0.3613 -4.3245 -0.3917
H -0.3369 -3.6159 1.0496
H -1.0725 -3.2967 -0.5290
H -2.6777 -6.5717 -0.5148
H -2.7827 -5.6631 -2.6682
H -2.0673 -4.1483 -2.1678
H -3.7078 -4.5275 -1.6753
C -4.0417 3.4839 -5.9639
S -2.7783 3.3053 -4.6853
O -1.4546 3.3949 -5.3756
C -3.0337 1.5730 -4.3580
H -3.9802 4.5061 -6.3209
H -4.9872 3.1744 -5.5205
H -3.8065 2.7908 -6.7730
H -2.2551 1.2313 -3.6805
H -2.9561 0.9525 -5.2497
H -4.0216 1.4890 -3.9069
C 1.2352 4.9144 2.3011
S -0.3176 4.2113 2.8274
O -0.1786 2.7957 2.4264
C -0.1225 4.4286 4.6025
H 2.0057 4.2753 2.7483
H 1.3948 5.9596 2.5571
H 1.3663 4.7534 1.2333
H -1.0659 4.1498 5.0576
H 0.1279 5.4848 4.7114
H 0.7095 3.8337 4.9802
C 4.1067 -0.8007 -1.5708
S 3.4654 -1.8363 -0.2508
O 2.5305 -2.8013 -0.9007
C 5.0062 -2.6898 0.1475
H 4.3692 -1.4228 -2.4265
H 4.9512 -0.2072 -1.2254
H 3.2533 -0.1709 -1.8212
H 5.6085 -1.9570 0.6812
H 5.5055 -3.0265 -0.7595
H 4.7147 -3.5383 0.7612
C 2.5076 -2.9186 5.1764
S 0.7150 -2.8205 5.2275
O 0.3992 -1.3981 5.5031
C 0.4619 -3.0689 3.4768
H 2.8796 -2.6262 6.1530
H 2.8773 -2.2599 4.3890
H 2.7557 -3.9514 4.9260
H -0.6047 -3.2353 3.3137
H 0.9324 -3.9599 3.0602
H 0.7792 -2.1537 2.9753
C -3.6715 2.7703 4.2867
S -3.6427 0.9755 4.4814
O -4.3219 0.4309 3.2745
C -1.8750 0.7660 4.2687
H -4.6818 3.1239 4.0928
H -2.9708 3.0924 3.5149
H -3.4063 3.2602 5.2314
H -1.6266 0.7417 3.2088
H -1.5447 -0.1326 4.7879
H -1.3369 1.6191 4.6864
C -2.6755 4.9077 0.0899
S -2.4892 3.1772 -0.3804
O -3.5944 2.9317 -1.3429
C -0.8867 3.1983 -1.2021
H -3.1196 5.4158 -0.7647
H -1.7143 5.3552 0.3419
H -3.3296 4.9201 0.9568
H -0.1750 3.3458 -0.3902
H -0.8201 4.0037 -1.9390
H -0.7831 2.2619 -1.7458
```

Properties
HOMO = -8.1815 eV
Energy above the lowest of the compared OMol25 structures with the same formula, charge and spin = 0.0 kJ/mol
Orbital gap = 8.01 eV
DFT total energy = -130895.283 eV

Here are the Löwdin charges for atoms 1 to 5, given in e: 0.01 -0.54 0.05 0.00 -0.08